{"formula": "C2H4N2S", "method": "ωB97M-V/def2-TZVPD", "elements": ["C", "C", "N", "N", "S", "H", "H", "H", "H"], "xyz": [[-0.9945, -0.2493, 0.0355], [-0.2186, 1.0457, 0.1280], [0.2698, -0.8633, 0.2634], [0.9891, 0.3104, 0.0847], [2.7197, -0.0306, -0.0130], [-1.7470, -0.3926, 0.7627], [-1.2632, -0.4598, -1.0766], [-0.2702, 2.2026, 0.1824], [0.5148, -1.5632, -0.3670]], "forces_ev_per_angstrom": [[0.14, 1.77, -2.50], [4.05, 1.01, -0.74], [0.05, -0.72, 1.59], [-2.28, 0.32, 0.66], [-1.48, 1.47, -0.08], [-0.97, -0.43, 0.51], [-0.28, 0.47, 1.94], [-0.16, -2.45, -0.13], [0.93, -1.44, -1.25]], "nbo_charge": [-0.28, -0.01, -0.40, -0.20, -0.17, 0.23, 0.22, 0.24, 0.37], "homo_energy_ev": -8.13, "fmax_ev_per_a": 4.23, "multiplicity": 1, "energy_ha": -586.15087, "de_lowest_kj_mol": 376.8}

{"formula": "C2H4N2S", "method": "ωB97M-V/def2-TZVPD", "elements": ["N", "C", "C", "N", "S", "H", "H", "H", "H"], "xyz": [[1.5735, 1.5158, -0.2617], [0.8712, 0.7944, 0.3110], [-0.1355, -0.2598, 0.6189], [-1.4502, -0.0060, -0.2553], [0.7142, -1.7806, -0.1099], [-0.2898, -0.4951, 1.5973], [-1.0055, 0.1829, -1.2149], [-1.7424, 0.9575, 0.0837], [1.4644, -0.9091, -0.7691]], "forces_ev_per_angstrom": [[-0.50, -0.38, 0.88], [-0.35, 0.35, -0.26], [-0.21, 0.03, -5.09], [2.85, 1.61, 0.93], [-0.55, 0.69, 0.50], [-0.84, -0.05, 2.65], [-1.06, -0.36, 1.65], [0.11, -1.35, -0.68], [0.55, -0.54, -0.58]], "nbo_charge": [-0.31, 0.22, -0.23, -0.78, 0.00, 0.23, 0.36, 0.36, 0.14], "homo_energy_ev": -9.99, "fmax_ev_per_a": 5.09, "multiplicity": 1, "energy_ha": -586.25075, "de_lowest_kj_mol": 114.6}

{"formula": "C2H4N2S2", "method": "ωB97M-V/def2-TZVPD", "elements": ["C", "C", "N", "N", "S", "S", "H", "H", "H", "H"], "xyz": [[-0.5811, 0.5926, 0.6026], [0.2585, 0.3619, -0.6468], [-0.4929, -0.2902, 1.5045], [0.7397, -0.9840, -0.6529], [-1.5077, 2.0424, 0.6212], [1.0841, -1.8966, -1.9247], [-0.2980, 0.5967, -1.5586], [1.1076, 1.0615, -0.5885], [-1.0279, -0.1133, 2.3468], [0.7178, -1.3711, 0.2965]], "forces_ev_per_angstrom": [[-1.17, 1.69, 0.16], [0.04, 0.63, -0.23], [0.94, -1.68, 0.24], [0.20, -0.72, -1.43], [0.57, -0.64, -0.43], [-0.37, 0.85, 1.25], [0.11, -0.10, 0.06], [-0.10, -0.17, -0.02], [-0.11, 0.27, -0.18], [-0.11, -0.13, 0.56]], "nbo_charge": [0.09, -0.34, -0.77, -0.52, -0.25, 0.43, 0.26, 0.27, 0.38, 0.46], "homo_energy_ev": [-7.74, -7.74], "fmax_ev_per_a": 2.06, "multiplicity": 1, "energy_ha": -984.37771, "de_lowest_kj_mol": 360.2}

{"formula": "C2H4N2S2", "method": "ωB97M-V/def2-TZVPD", "elements": ["S", "N", "C", "N", "C", "S", "H", "H", "H", "H"], "xyz": [[-0.2342, 2.1539, -0.0222], [-0.3689, 0.5272, 0.4770], [-0.8579, -0.3315, -0.4168], [0.5401, -1.2571, -1.0649], [1.3271, -1.2028, -0.1423], [0.9738, -0.1306, 1.3293], [-0.7658, 2.5369, 1.0881], [-1.3675, 0.3140, -1.1132], [-1.6099, -1.0400, 0.0054], [2.3632, -1.5700, -0.1404]], "forces_ev_per_angstrom": [[0.80, -0.03, -0.87], [2.09, 1.40, 2.78], [-0.64, -2.79, -2.11], [-4.10, 1.07, -0.76], [2.46, 0.98, 2.08], [-0.47, -0.54, -0.56], [-0.67, 1.00, 1.08], [-0.07, -0.66, -1.18], [1.11, -0.22, -0.40], [-0.50, -0.22, -0.06]], "nbo_charge": [0.20, -0.71, -0.08, -0.40, -0.08, 0.35, 0.10, 0.21, 0.20, 0.21], "homo_energy_ev": -8.97, "fmax_ev_per_a": 4.31, "multiplicity": 1, "energy_ha": -984.39431, "de_lowest_kj_mol": 316.6}

{"formula": "C2H4N2S3", "method": "ωB97M-V/def2-TZVPD", "elements": ["C", "C", "H", "H", "H", "H", "N", "N", "S", "S", "S"], "xyz": [[0.7729, 0.5789, -0.1362], [-0.7878, 0.6467, -0.0726], [3.2108, 0.3771, 0.1378], [0.6339, -1.4351, -0.0919], [-1.3146, 1.6472, 0.0199], [-3.7372, -1.4865, 0.7954], [1.3149, -0.6434, 0.0020], [-1.5023, -0.4657, -0.0651], [3.1118, -1.1265, -0.2059], [1.4816, 2.0607, -0.1300], [-3.1840, -0.1532, -0.2534]], "forces_ev_per_angstrom": [[-1.48, -0.06, 0.87], [-1.11, -2.19, 0.14], [0.48, -2.45, -0.73], [0.88, 1.03, 0.20], [1.16, -0.98, -0.34], [1.27, 3.08, -2.50], [0.04, -1.62, -0.99], [1.41, 2.57, -0.30], [-2.67, 4.25, 1.10], [0.83, -0.33, -0.16], [-0.82, -3.30, 2.71]], "nbo_charge": [0.02, 0.05, 0.19, 0.43, 0.21, 0.15, -0.67, -0.57, 0.10, -0.09, 0.17], "homo_energy_ev": -9.03, "fmax_ev_per_a": 5.14, "multiplicity": 1, "energy_ha": -1382.54453, "de_lowest_kj_mol": 334.9}

{"formula": "C2H4N3", "method": "ωB97M-V/def2-TZVPD", "elements": ["N", "C", "N", "C", "N", "H", "H", "H", "H"], "xyz": [[-2.0746, 0.3960, -0.3008], [-1.0104, 0.0160, 0.0310], [-0.0279, -0.7923, 0.2225], [1.0251, 0.0107, -0.3557], [1.2526, -0.7857, 0.7750], [-2.8825, 0.9091, -0.7038], [0.8785, 1.1358, -0.0971], [1.4288, -0.2390, -1.3628], [1.4105, -0.6507, 1.7915]], "forces_ev_per_angstrom": [[1.43, 0.01, 0.11], [-4.62, 0.55, 0.61], [-1.47, -1.43, -1.02], [2.96, 3.39, -0.29], [0.73, -1.07, 0.76], [1.13, -0.60, 0.64], [0.51, -1.76, -0.89], [-0.25, -0.10, 1.04], [-0.42, 1.01, -0.96]], "nbo_charge": [-0.50, 0.70, -0.28, -0.02, -0.34, 0.51, 0.22, 0.26, 0.44], "charge": 1, "homo_energy_ev": -15.44, "fmax_ev_per_a": 4.70, "multiplicity": 1, "energy_ha": -242.42301, "de_lowest_kj_mol": 463.1}